Record 1
A cluster of 3 separate species, C13H36N5O4S in total in a non-equilibrium geometry, computed with wB97M-V/def2-TZVPD.

Positions of all 59 atoms, in Å:
C: -0.2283 -4.8093 2.0394
N: -1.2446 -3.9778 1.2540
C: -0.6036 -3.4368 -0.0379
S: -0.3893 -1.5763 -0.0546
C: 0.5805 -0.9365 1.4138
C: 0.3107 0.7000 1.6199
C: 1.4790 1.4005 2.5892
N: 2.6497 1.7005 1.6622
O: 0.5971 -1.1857 -1.4287
N: 1.6717 -1.9962 -1.4224
O: 2.7202 -1.3707 -1.4148
H: 0.1025 -5.7651 1.4462
H: -0.8008 -5.1633 3.0246
H: 0.7630 -4.2061 2.2903
H: -2.0248 -4.6433 0.9692
H: 0.3912 -4.0313 -0.3224
H: -1.3815 -3.7215 -0.8965
H: 0.3261 -1.4362 2.4409
H: 1.7376 -1.0179 1.1331
H: 0.3494 1.2544 0.5793
H: -0.7206 0.8850 2.1638
H: 1.0183 2.3881 3.0724
H: 1.7468 0.6401 3.4576
H: 3.3600 0.9354 1.7651
H: 3.1304 2.5901 1.9315
C: 4.3252 -1.5738 -5.5287
C: 4.4233 -0.1779 -6.1392
C: 3.7481 0.9172 -5.2819
O: 2.3204 0.9361 -5.3723
C: 1.6672 0.0031 -4.5241
N: 3.8724 -0.2125 -7.5019
H: 3.3266 -2.0089 -5.6294
H: 5.0200 -2.2579 -6.0299
H: 4.5854 -1.5568 -4.4663
H: 5.4899 0.0689 -6.2068
H: 4.0785 1.8917 -5.6614
H: 4.0717 0.8674 -4.2355
H: 2.1951 -0.1341 -3.5758
H: 1.5492 -0.9510 -5.0393
H: 0.6654 0.3860 -4.3084
H: 4.0254 0.6974 -7.9384
H: 2.8534 -0.2695 -7.4157
C: -5.9360 2.7500 3.9154
C: -4.7913 2.5161 4.8980
C: -3.4111 2.9432 4.3476
O: -2.8440 2.0247 3.4087
C: -3.3165 2.1800 2.0786
N: -4.7949 1.1043 5.3087
H: -5.9518 2.0165 3.1040
H: -6.9009 2.6728 4.4301
H: -5.8755 3.7486 3.4727
H: -4.9966 3.1310 5.7828
H: -2.7087 2.9727 5.1893
H: -3.4385 3.9576 3.9325
H: -3.5174 3.2263 1.8304
H: -4.2084 1.5711 1.9256
H: -2.5439 1.8071 1.3997
H: -4.0892 0.9742 6.0345
H: -4.4332 0.5584 4.5211

Cartesian forces (eV/Å) of the 2 atoms listed first:
0.0850 -0.6732 0.7939
1.5858 -0.3126 -1.5222

The LUMO energy comes out at -5.3 eV. The charge is +1. Its HOMO-LUMO gap is 5.6 eV. As for the energy: -40524.99787 eV. Its molar mass is 358.53 g/mol.


Record 2
A cluster of 8 separate species, C13H36N7O18P in total in a non-equilibrium geometry, computed with wB97M-V/def2-TZVPD.

Positions of all 75 atoms, in Å:
C: 1.7746 -2.1435 -1.0116
C: 2.0773 -1.2967 -2.2355
O: 1.4124 -0.1085 -2.2333
P: 1.2672 0.8057 -3.5753
O: 1.6277 0.1371 -4.8528
O: 2.2856 2.0935 -3.2355
C: 3.6683 2.0994 -3.6653
C: 3.8999 3.0561 -4.8054
O: -0.1762 1.4593 -3.5046
C: -1.3102 0.7489 -3.8940
C: -1.7219 -0.3943 -2.9189
H: 1.9504 -1.6010 -0.0827
H: 0.7733 -2.5705 -0.9552
H: 2.3886 -3.0339 -0.8770
H: 3.1289 -1.1125 -2.4551
H: 1.8839 -2.0166 -3.0308
H: 4.2966 2.3850 -2.8216
H: 3.9433 1.0815 -3.9418
H: 3.6372 4.0155 -4.3598
H: 4.9301 3.1533 -5.1479
H: 3.1654 2.8295 -5.5781
H: -2.0609 1.5270 -3.7554
H: -1.3226 0.5417 -4.9641
H: -1.1466 -1.3111 -3.0472
H: -1.5007 -0.1921 -1.8709
H: -2.7452 -0.7414 -3.0620
C: 2.5344 -0.0716 3.1062
N: 1.7628 -0.8607 2.1151
O: 1.2125 -1.9058 2.4759
O: 1.7300 -0.4882 0.9520
H: 2.6537 -0.6250 4.0376
H: 2.2019 0.9624 3.1973
H: 3.5782 -0.1142 2.7953
C: 0.8870 2.1715 -0.4822
N: 2.2138 2.0763 0.2906
O: 3.1421 2.7093 -0.2157
O: 2.2079 1.4116 1.3228
H: 0.6895 1.2234 -0.9823
H: 0.9000 3.0360 -1.1459
H: 0.1105 2.5701 0.1707
C: -1.8730 -1.9865 -0.7747
N: -1.8329 -2.5693 -2.0998
O: -2.6051 -2.1311 -2.9764
O: -1.1133 -3.5717 -2.2156
H: -2.8995 -1.9690 -0.4088
H: -1.5941 -0.9355 -0.8501
H: -1.1115 -2.4379 -0.1387
C: -4.3956 0.2959 4.0373
N: -3.2090 0.4574 3.1891
O: -3.4051 0.4196 1.9439
O: -2.1312 0.5776 3.6751
H: -4.1858 0.0761 5.0841
H: -4.9648 -0.5008 3.5584
H: -4.9019 1.2609 4.0606
C: -1.9017 -3.7139 3.0600
N: -2.9258 -3.2052 2.1609
O: -2.7238 -2.1793 1.5652
O: -3.9388 -3.8875 2.0780
H: -2.0134 -3.0835 3.9421
H: -1.0176 -3.3692 2.5237
H: -2.0008 -4.7927 3.1805
C: -0.3235 2.1315 3.3750
N: 0.7210 3.0332 2.7531
O: 0.2744 3.7612 1.8674
O: 1.8408 3.0927 3.1932
H: -0.2583 1.1782 2.8506
H: -1.3624 2.4477 3.2807
H: -0.0219 2.0363 4.4181
C: -1.0852 -0.7886 1.4946
N: -0.5427 0.4091 0.7009
O: -0.2156 1.4237 1.3258
O: -0.5171 0.1795 -0.5610
H: -1.8764 -0.3929 2.1313
H: -0.2948 -1.3022 2.0420
H: -1.5440 -1.4699 0.7781

Cartesian forces (eV/Å) of the 2 atoms listed first:
0.7014 -0.2875 1.0470
1.6999 -3.4916 -0.5215

The LUMO energy comes out at -1.2 eV. The value obtained for the energy relative to the best compared isomer or geometry (same formula, charge and spin) is 16.994 eV. Its HOMO-LUMO gap is 7.6 eV. As for the energy: -70605.58415 eV. Its molar mass is 609.44 g/mol.


Record 3
A structure of composition C13H37AsO11P3RuSi2, computed with wB97M-V/def2-TZVPD.

Positions of all 68 atoms, in Å:
Ru: 0.5119 0.5854 -0.2530
C: -0.5702 4.9105 2.9953
C: -0.8384 3.4524 2.6507
O: -0.9588 2.7287 3.8689
P: -2.4093 3.2500 1.7098
O: -3.5106 4.1584 2.4196
O: -2.2213 4.0653 0.3762
O: -2.7619 1.8220 1.6586
P: 0.5172 2.7428 1.6337
O: 1.8883 3.3586 2.1877
O: 0.3336 3.0989 0.1739
O: 0.5699 1.2489 1.8466
H: -1.4106 5.3136 3.5586
H: -0.4443 5.5085 2.0914
H: 0.3314 4.9791 3.6026
H: -1.0611 1.7923 3.6429
H: -4.0245 3.6197 3.0356
H: -1.3817 3.7818 -0.0537
H: 2.1536 4.1491 1.7012
C: 1.3438 -4.7267 -1.8840
Si: 0.0420 -3.4558 -1.4298
C: -1.0325 -4.1809 -0.0726
C: -1.0163 -3.1708 -2.9414
As: 1.3747 -1.5893 -0.8255
Si: 1.9062 -2.1389 1.4249
C: 3.2097 -0.9531 2.0562
C: 0.4176 -2.0341 2.5571
C: 2.6222 -3.8735 1.4618
H: 0.8755 -5.6786 -2.1483
H: 2.0362 -4.9069 -1.0601
H: 1.9298 -4.3844 -2.7393
H: -1.5490 -5.0571 -0.4768
H: -1.7890 -3.4855 0.2909
H: -0.4371 -4.5124 0.7793
H: -1.3768 -4.1446 -3.2874
H: -0.4362 -2.7160 -3.7450
H: -1.8772 -2.5376 -2.7311
H: 2.7961 0.0481 2.1890
H: 4.0747 -0.8991 1.3929
H: 3.5565 -1.2966 3.0354
H: 0.0472 -1.0076 2.5846
H: 0.6982 -2.3165 3.5764
H: -0.3929 -2.6903 2.2362
H: 3.4864 -3.9528 0.7987
H: 1.8960 -4.6316 1.1661
H: 2.9520 -4.1096 2.4777
C: -1.5955 -0.0441 -4.3075
O: -0.6311 -0.0098 -3.2450
P: -1.0303 0.4806 -1.7855
O: -1.7658 1.8857 -2.0413
C: -1.0831 2.9468 -2.7330
O: -2.3005 -0.4282 -1.4678
C: -2.6859 -0.7637 -0.1232
H: -2.2270 -0.9251 -4.2101
H: -1.0303 -0.0944 -5.2344
H: -2.2184 0.8487 -4.2999
H: -1.8321 3.7225 -2.8777
H: -0.6949 2.6070 -3.6926
H: -0.2572 3.3269 -2.1349
H: -3.1708 0.0808 0.3561
H: -1.8081 -1.0576 0.4606
H: -3.3601 -1.6124 -0.2080
C: 3.2298 1.4362 -0.6372
C: 1.9240 1.3640 -1.4130
O: 1.8011 1.7622 -2.5340
H: 3.7802 0.5170 -0.8485
H: 3.0840 1.5024 0.4409
H: 3.8012 2.2907 -0.9968

Cartesian forces (eV/Å) of the 2 atoms listed first:
-0.1122 0.0398 -0.1242
-0.0022 -0.0012 -0.0146

The LUMO energy (spin up / spin down) comes out at 0.0 / -1.1 eV. The value obtained for the energy relative to the best compared isomer or geometry (same formula, charge and spin) is 0.333 eV. Its HOMO-LUMO gap (spin up / spin down) is 7.8 / 6.8 eV. As for the energy: -143655.65959 eV. Its molar mass is 694.51 g/mol. Its spin multiplicity is 2. As for the expectation value of S²: 0.76.


Record 4
A cluster of 3 separate species, C13H37N2O10P3SSi in total in a non-equilibrium geometry, computed with wB97M-V/def2-TZVPD.

Positions of all 67 atoms, in Å:
C: 0.9470 1.2678 -1.9632
C: -0.3079 0.8321 -1.2278
N: -1.2109 0.0101 -2.0285
C: -2.5292 -0.0436 -1.3178
C: -3.4747 1.0222 -1.8908
Si: -5.0223 0.1940 -2.5715
O: -4.5563 -1.2337 -3.2654
C: -6.2476 -0.0443 -1.1465
N: -6.8670 -1.3893 -1.1610
P: -5.7865 1.6100 -4.1614
S: -4.9703 1.0551 -5.8676
C: -0.7314 -1.3427 -2.1120
C: -0.4943 -1.9363 -3.4569
O: -0.5481 -1.9990 -1.1613
H: 0.7679 2.1538 -2.5489
H: 1.6874 1.5282 -1.2199
H: 1.3610 0.5048 -2.6104
H: -0.8426 1.7436 -1.0037
H: -0.0638 0.3914 -0.2584
H: -2.9354 -1.0434 -1.3216
H: -2.3426 0.2056 -0.2788
H: -3.8365 1.6861 -1.1139
H: -2.9996 1.6439 -2.6343
H: -5.3224 -1.7401 -3.5764
H: -5.6858 0.0811 -0.2235
H: -7.0098 0.7241 -1.2207
H: -7.1213 -1.6523 -0.2179
H: -6.1826 -2.0781 -1.4472
H: -5.3234 2.8956 -3.7980
H: -7.1965 1.6715 -4.2043
H: -0.9019 -2.9332 -3.4704
H: -0.9810 -1.3874 -4.2478
H: 0.5617 -2.0346 -3.6447
C: -2.7870 -0.7557 3.8789
O: -1.5719 -0.7427 4.6326
P: -0.7443 0.6072 4.6471
O: -1.4807 1.8057 5.0220
O: -0.0901 0.7056 3.2014
C: 0.4523 -0.4724 2.5916
O: 0.4440 0.1930 5.6039
C: 1.3847 1.2195 5.9395
H: -2.8918 -1.7430 3.4335
H: -3.6271 -0.5658 4.5442
H: -2.7757 -0.0075 3.0846
H: -0.2911 -0.8947 1.9140
H: 0.7336 -1.2220 3.3302
H: 1.3341 -0.1963 2.0167
H: 1.6992 1.7653 5.0490
H: 2.2509 0.7367 6.3831
H: 0.9446 1.9087 6.6583
C: 5.1084 -2.5240 0.2602
O: 6.1257 -1.5672 0.5815
P: 5.6999 -0.0457 0.6196
O: 4.5433 0.2724 1.4472
O: 5.5084 0.3535 -0.9114
C: 6.4451 -0.1189 -1.8838
O: 7.0590 0.6448 1.0368
C: 7.0189 2.0599 1.2563
H: 5.5698 -3.3155 -0.3259
H: 4.7033 -2.9420 1.1792
H: 4.3023 -2.0747 -0.3214
H: 6.0445 -1.0122 -2.3629
H: 7.4118 -0.3498 -1.4378
H: 6.5758 0.6578 -2.6336
H: 6.4926 2.5650 0.4452
H: 8.0451 2.4149 1.2889
H: 6.5294 2.2770 2.2040

Cartesian forces (eV/Å) of the 2 atoms listed first:
0.0376 -0.1737 0.3158
0.2408 0.6234 -0.2677

The LUMO energy comes out at 0.2 eV. Its HOMO-LUMO gap is 8.4 eV. As for the energy: -84121.06835 eV. Its molar mass is 534.52 g/mol.